Entry 1:
DFT (ωB97M-V with the def2-TZVPD basis set) results for C27H38N4O4S in the gas phase.

Each line ends with the Mulliken charge.
Geometry (Å):
C: -1.129 -5.053 0.201  -1.4246
H: -0.187 -5.593 0.230  0.3440
C: -0.911 -3.573 -0.091  -0.2759
H: -0.430 -3.477 -1.068  0.4233
H: -1.886 -3.081 -0.148  -0.0286
C: -0.052 -2.827 0.943  1.1896
N: 0.009 -1.434 0.476  0.7488
C: 0.742 -0.453 1.033  -0.2686
O: 1.419 -0.583 2.033  -0.6817
C: 0.754 0.891 0.271  0.1666
N: 0.976 1.994 1.185  0.4225
C: 0.390 2.222 2.387  1.2298
O: 0.755 3.142 3.096  -0.7170
C: -0.733 1.321 2.922  -1.2764
N: -1.703 0.791 2.003  0.5069
C: -2.882 1.417 1.767  0.5742
O: -3.214 2.455 2.304  -0.7167
C: -3.754 0.758 0.777  0.1884
C: -4.946 1.251 0.326  -0.5371
C: -5.548 0.440 -0.656  -0.8281
C: -4.812 -0.664 -0.945  -0.4878
S: -3.370 -0.735 -0.018  0.2605
H: -5.025 -1.449 -1.642  0.5088
H: -6.488 0.667 -1.127  0.4784
H: -5.358 2.170 0.699  0.5547
H: -1.516 -0.095 1.562  -0.3690
H: -1.270 1.949 3.641  0.4813
H: -0.249 0.503 3.463  0.3399
C: 2.059 2.884 0.798  -1.0253
H: 1.908 3.190 -0.241  0.3294
H: 2.003 3.759 1.448  0.6772
C: 3.425 2.210 0.973  -1.3307
N: 3.661 1.225 -0.074  0.7013
C: 4.344 0.023 0.376  -0.9088
C: 4.332 -0.993 -0.766  -0.4042
O: 4.952 -0.482 -1.924  -0.4724
C: 4.328 0.708 -2.343  -0.5369
C: 4.337 1.766 -1.239  -0.7546
H: 3.807 2.657 -1.583  0.4042
H: 5.380 2.042 -1.008  0.3519
H: 4.884 1.054 -3.216  0.3988
H: 3.286 0.501 -2.634  0.1720
H: 4.888 -1.890 -0.492  0.3963
H: 3.289 -1.265 -0.992  0.1805
H: 3.807 -0.386 1.233  0.4805
H: 5.388 0.232 0.665  0.4156
H: 4.214 2.975 0.990  0.4376
H: 3.423 1.703 1.940  0.4928
C: -0.347 1.158 -0.726  0.4704
C: -0.451 0.378 -1.877  -0.2544
C: -1.471 0.589 -2.787  -1.3083
C: -2.398 1.605 -2.596  1.1175
C: -2.245 2.431 -1.489  -0.9004
C: -1.236 2.215 -0.570  -0.7106
H: -1.142 2.881 0.275  0.4295
H: -2.931 3.251 -1.337  0.3786
C: -3.509 1.835 -3.573  -1.7764
H: -3.242 2.639 -4.260  0.3662
H: -4.419 2.127 -3.054  0.3573
H: -3.706 0.940 -4.158  0.3837
H: -1.542 -0.042 -3.662  0.3871
H: 0.286 -0.388 -2.080  0.4695
H: 1.703 0.809 -0.291  0.1697
H: -0.544 -1.210 -0.338  0.0333
C: -0.694 -2.849 2.333  -1.8458
H: -1.723 -2.498 2.284  0.2741
H: -0.127 -2.206 3.001  0.3190
H: -0.684 -3.855 2.741  0.6343
C: 1.367 -3.396 1.002  -1.8556
H: 1.353 -4.404 1.403  0.5191
H: 1.812 -3.415 0.010  0.3271
H: 1.981 -2.777 1.650  0.4447
H: -1.643 -5.194 1.147  0.3425
H: -1.743 -5.489 -0.583  0.4170

Summary:
Relative energy (zero: lowest compared OMol25 entry of this formula, charge and spin)   0.00 kcal/mol
Frontier orbital gap   0.3234 Eh
Electronic energy   -1969.8713 hartree
SMILES   CCC(C)(C)NC(=O)[C@@H](c1ccc(C)cc1)N(CCN1CCOCC1)C(=O)CNC(=O)c1cccs1
Charge   0

Entry 2:
DFT (ωB97M-V with the def2-TZVPD basis set) results for a molecular structure, C27H38N6OPtS.

Each line ends with the Mulliken charge.
Geometry (Å):
Pt: -1.015 0.227 0.266  2.2375
C: 2.969 -3.126 3.313  -0.8033
C: 1.903 -2.452 4.168  -0.4732
N: 0.642 -2.258 3.471  -0.1743
C: 0.429 -1.288 2.562  0.4643
S: -1.205 -1.389 1.862  -0.7979
N: 1.439 -0.464 2.326  -1.2083
N: 1.114 0.525 1.461  0.4181
C: 1.977 1.178 0.789  0.6825
C: 3.461 1.023 0.896  -2.0570
C: 1.377 2.153 -0.171  0.9756
C: 2.160 3.162 -0.720  -1.0146
C: 1.578 4.142 -1.507  -0.5096
C: 0.213 4.109 -1.717  -1.0415
C: -0.500 3.048 -1.185  -0.0565
N: 0.053 2.076 -0.468  -0.4359
H: 3.816 -3.430 3.931  0.3937
H: 3.324 -2.446 2.541  0.0720
H: 2.566 -4.015 2.825  0.2285
H: 2.253 -1.478 4.509  0.2104
H: 1.687 -3.053 5.053  0.4392
H: -0.068 -2.965 3.547  0.2541
H: 3.678 0.187 1.556  0.2896
H: 3.922 1.924 1.308  0.5484
H: 3.911 0.831 -0.080  0.3819
H: 3.219 3.188 -0.510  0.4639
H: 2.185 4.930 -1.934  0.4147
H: -0.295 4.861 -2.304  0.4459
H: -1.565 2.954 -1.360  0.4620
C: -3.403 -0.810 -2.313  -1.4961
C: -2.455 -0.529 -3.477  0.4753
C: -2.162 0.964 -3.622  -1.2153
C: -1.145 -1.302 -3.497  0.7506
C: -0.723 -1.737 -4.750  -0.7612
C: 0.441 -2.457 -4.927  -1.2110
C: 1.193 -2.767 -3.807  -0.8777
C: 0.826 -2.357 -2.532  0.2966
C: 1.716 -2.797 -1.389  0.5648
C: 0.981 -3.669 -0.371  -1.2281
C: 2.405 -1.608 -0.742  -1.4090
C: -0.353 -1.574 -2.350  0.4306
O: -0.811 -1.279 -1.132  -1.0438
H: -4.392 -0.396 -2.539  0.4710
H: -3.044 -0.376 -1.383  0.0329
H: -3.509 -1.882 -2.144  0.3690
H: -2.987 -0.835 -4.383  0.5159
H: -1.519 1.290 -2.804  -0.1024
H: -3.081 1.559 -3.615  0.4337
H: -1.627 1.165 -4.552  0.4051
H: -1.352 -1.516 -5.608  0.3994
H: 0.741 -2.796 -5.911  0.3559
H: 2.096 -3.360 -3.917  0.3629
H: 2.500 -3.415 -1.838  0.6159
H: 0.141 -3.131 0.067  0.0184
H: 1.663 -3.970 0.432  0.2634
H: 0.600 -4.574 -0.848  0.4544
H: 1.661 -0.911 -0.379  -0.1175
H: 3.040 -1.092 -1.467  0.3863
H: 3.027 -1.920 0.103  0.3458
C: -1.161 3.379 4.711  -1.3380
C: -1.740 2.746 3.493  0.6468
C: -3.023 2.737 2.986  -1.3019
C: -2.978 1.950 1.822  0.7044
N: -1.732 1.529 1.637  0.7016
N: -0.998 2.011 2.651  0.1739
C: -4.070 1.572 0.885  -1.2380
H: -1.923 3.958 5.227  0.3668
H: -0.339 4.049 4.456  0.3072
H: -0.782 2.623 5.400  0.3066
H: -3.887 3.223 3.405  0.4768
H: -0.024 1.739 2.680  0.0974
H: -5.028 1.940 1.247  0.3945
H: -4.118 0.488 0.781  0.2301
H: -3.894 1.983 -0.111  0.1754

Summary:
Relative energy (zero: lowest compared OMol25 entry of this formula, charge and spin)   53.70 kcal/mol
Frontier orbital gap   0.2351 Eh
Electronic energy   -1972.9074 hartree
Charge   0

Entry 3:
DFT (ωB97M-V with the def2-TZVPD basis set) results for a molecular structure, C27H38N7O7P2SSn in a non-equilibrium geometry.

Each line ends with the Löwdin spin population.
Geometry (Å):
Sn: -0.306 -1.005 0.302  -0.0021
O: -4.966 -2.227 4.078  0.0008
C: -5.516 -2.025 2.875  0.0094
C: -6.881 -2.298 2.754  -0.0007
C: -7.544 -2.077 1.566  0.0095
C: -6.859 -1.588 0.457  0.0007
C: -5.506 -1.349 0.551  0.0059
C: -4.807 -1.563 1.743  0.0021
C: -3.341 -1.337 1.715  0.0491
O: -2.745 -1.248 0.626  0.0839
N: -2.724 -1.269 2.921  0.2284
N: -1.480 -0.892 2.878  0.1386
C: -0.853 -0.897 4.027  0.0417
C: 0.510 -0.586 4.218  0.0820
C: 1.038 -0.701 5.525  -0.0001
C: 2.339 -0.393 5.803  0.0588
C: 3.187 0.057 4.764  0.0389
C: 2.720 0.195 3.491  0.0256
C: 1.366 -0.116 3.149  0.0701
O: 0.961 0.047 1.969  0.1210
H: -4.018 -1.948 4.005  0.0007
H: -7.398 -2.676 3.626  -0.0003
H: -8.605 -2.281 1.502  0.0005
H: -7.384 -1.406 -0.472  -0.0002
H: -4.946 -0.981 -0.299  0.0004
H: -1.428 -1.146 4.925  -0.0022
H: 0.380 -1.047 6.314  -0.0016
H: 2.718 -0.492 6.811  0.0031
H: 4.220 0.294 4.987  0.0013
H: 3.368 0.516 2.684  -0.0001
C: 1.491 2.958 0.905  0.0005
N: 1.632 2.565 -0.496  0.0000
C: 2.731 3.245 -1.162  0.0000
P: 0.185 2.367 -1.289  0.0000
O: -0.763 1.557 -0.516  0.0007
O: 0.712 1.792 -2.703  0.0000
P: 0.303 0.493 -3.586  -0.0001
O: -0.857 -0.275 -3.141  -0.0001
N: 0.022 1.263 -5.044  0.0000
C: -0.630 0.445 -6.060  0.0000
C: 0.994 2.197 -5.590  0.0000
N: 1.698 -0.389 -3.574  0.0000
C: 3.018 0.183 -3.747  0.0000
C: 1.646 -1.847 -3.572  0.0000
N: -0.465 3.836 -1.710  0.0000
C: -0.053 4.567 -2.895  0.0000
C: -1.753 4.233 -1.154  0.0000
H: 2.385 2.654 1.451  0.0000
H: 0.639 2.445 1.345  0.0003
H: 1.359 4.043 1.012  0.0000
H: 3.661 3.000 -0.646  0.0000
H: 2.609 4.337 -1.152  0.0000
H: 2.810 2.907 -2.194  0.0000
H: -1.295 -0.266 -5.577  0.0000
H: 0.094 -0.101 -6.679  0.0000
H: -1.219 1.089 -6.717  0.0000
H: 1.472 2.751 -4.785  0.0000
H: 0.480 2.912 -6.236  0.0000
H: 1.764 1.694 -6.188  0.0000
H: 2.958 1.269 -3.772  0.0000
H: 3.479 -0.163 -4.678  0.0000
H: 3.666 -0.109 -2.915  0.0000
H: 0.622 -2.172 -3.411  0.0000
H: 2.254 -2.243 -2.757  0.0000
H: 2.009 -2.251 -4.524  0.0000
H: 0.943 4.252 -3.202  0.0000
H: -0.022 5.637 -2.676  0.0000
H: -0.747 4.403 -3.727  0.0000
H: -2.046 3.524 -0.385  0.0000
H: -2.529 4.249 -1.927  0.0000
H: -1.678 5.229 -0.710  0.0000
O: 1.935 -2.121 0.355  0.0094
N: 2.252 -2.952 1.315  0.0041
C: 3.557 -3.089 1.642  -0.0016
C: 3.981 -3.984 2.587  0.0021
C: 3.033 -4.768 3.245  -0.0017
C: 1.705 -4.603 2.931  0.0024
C: 1.289 -3.680 1.958  -0.0003
S: -0.357 -3.465 1.554  0.0190
H: 4.225 -2.444 1.092  -0.0001
H: 5.036 -4.065 2.801  0.0001
H: 3.334 -5.490 3.991  -0.0001
H: 0.931 -5.178 3.416  0.0001

Summary:
Relative energy (zero: lowest compared OMol25 entry of this formula, charge and spin)   7.93 kcal/mol
Spin multiplicity   2
Frontier orbital gap (alpha / beta)   0.2725 / 0.1995 Eh
Electronic energy   -3256.9639 hartree
Charge   0